# 1
# C36H27AsF9N5PtSSi

A molecular structure, C36H27AsF9N5PtSSi in a non-equilibrium geometry (ωB97M-V with the def2-TZVPD basis set, the OMol25 dataset).

```
81
Properties=species:S:1:pos:R:3:mulliken_charge:R:1
Pt -0.7663 0.1701 -0.5959 0.968
N -1.9378 1.7671 0.4208 -1.007
C -2.3276 1.8598 1.5323 1.096
N -2.9572 1.9969 2.5901 -0.637
C -2.8121 2.4646 3.7729 0.545
N -2.7817 2.8726 4.8522 -0.596
N -3.8446 -0.7546 0.1439 -0.231
C -3.4345 -1.4693 -0.8953 0.205
S -2.4783 -0.7691 -2.1408 -0.441
N -3.8651 -2.7104 -1.1095 0.000
C -4.6666 -3.4837 -0.2543 0.255
C -4.3588 -4.8358 -0.1261 -0.504
C -5.1085 -5.6310 0.7196 -0.540
C -6.1548 -5.0828 1.4445 -0.501
C -6.4808 -3.7468 1.2890 -0.607
C -5.7535 -2.9467 0.4277 -0.176
H -3.4337 0.1680 0.2456 0.137
H -3.9673 -1.2781 1.0166 0.298
H -3.2749 -3.2496 -1.7366 0.321
H -3.5026 -5.2320 -0.6570 0.404
H -4.8529 -6.6731 0.8405 0.381
H -6.7161 -5.6970 2.1339 0.374
H -7.2923 -3.3136 1.8567 0.368
H -6.0240 -1.9110 0.2994 0.482
C 3.6942 -3.7530 -1.2750 -0.470
C 4.0880 -2.4803 -1.6608 -0.636
C 3.3614 -1.3771 -1.2543 -0.518
C 2.2384 -1.5356 -0.4464 0.693
C 1.8177 -2.8199 -0.1139 0.019
C 2.5457 -3.9228 -0.5191 -0.863
Si 1.4047 -0.0431 0.3910 -0.777
C 1.2566 -0.4037 2.2617 0.709
C 0.3286 0.2644 3.0541 -0.116
C 0.1877 -0.0358 4.3956 -0.557
C 0.9948 -1.0020 4.9725 -0.541
C 1.9369 -1.6608 4.2011 -0.712
C 2.0624 -1.3723 2.8549 0.048
C 2.5725 1.4777 0.3125 0.557
C 2.1949 2.7579 -0.0699 -0.759
C 3.1123 3.7951 -0.0719 -0.540
C 4.4168 3.5729 0.3351 -0.549
C 4.7958 2.3061 0.7482 -0.753
C 3.8826 1.2685 0.7316 -0.176
H 4.2820 -4.6112 -1.5704 0.376
H 4.9677 -2.3463 -2.2754 0.404
H 3.6695 -0.3829 -1.5460 0.474
H 0.9196 -2.9575 0.4715 0.298
H 2.2080 -4.9068 -0.2337 0.510
H -0.3019 1.0172 2.6030 -0.081
H -0.5610 0.4737 4.9837 0.395
H 0.8835 -1.2488 6.0189 0.385
H 2.5645 -2.4208 4.6448 0.370
H 2.7871 -1.9092 2.2571 0.358
H 1.1752 2.9337 -0.3743 0.535
H 2.8062 4.7801 -0.3929 0.440
H 5.1317 4.3840 0.3372 0.395
H 5.8058 2.1277 1.0874 0.406
H 4.1854 0.2823 1.0536 0.404
F -1.2632 -1.1804 0.8433 0.074
As -1.7005 -3.6166 1.3994 1.243
F -3.3138 -2.5426 2.1826 -0.660
F -0.8384 -2.9977 2.7347 -0.364
F -2.5308 -4.9165 2.2177 -0.404
F -0.3512 -4.7987 1.2260 -0.440
F -1.3786 -3.7096 -0.9863 -0.591
F 3.7922 7.1677 -4.2169 -0.263
C 2.5114 7.1408 -4.6499 0.844
F 1.9538 8.2752 -4.1973 -0.291
F 2.5934 7.2807 -5.9920 -0.266
C 1.7926 5.8973 -4.2273 0.372
C 2.3008 4.6641 -4.6282 -0.809
C 1.7233 3.4997 -4.1706 -0.583
C 0.6341 3.5500 -3.2963 0.673
C 0.0841 4.7931 -2.9666 -0.474
C 0.6607 5.9587 -3.4217 -0.574
C 0.1466 2.3914 -2.6565 -0.225
C -0.1768 1.4616 -1.9481 -0.410
H 3.1585 4.6289 -5.2832 0.385
H 2.1169 2.5427 -4.4727 0.504
H -0.7878 4.8290 -2.3336 0.497
H 0.2494 6.9154 -3.1383 0.440
```

Properties
- HOMO level (alpha / beta): -6.464 / -6.544 eV
- Charge: -1
- Multiplicity: 2
- Orbital gap (alpha / beta): 6.0 / 5.3 eV
- LUMO energy (alpha / beta): -0.50 / -1.24 eV

# 2
# CH2IO3S

2 unconnected molecules or ions with the total composition CH2IO3S in a non-equilibrium geometry (ωB97M-V with the def2-TZVPD basis set, the OMol25 dataset).

```
8
Properties=species:S:1:pos:R:3:mulliken_charge:R:1
C -0.1273 -0.7177 0.1479 -0.508
O 0.1101 1.9260 -1.8354 -0.584
O 2.3879 1.9880 -0.9895 -0.540
O 1.0725 -0.2430 -1.2879 -0.323
S 1.4181 1.2237 -1.7853 0.382
I -0.6614 -2.7445 0.0899 -0.031
H 0.4538 -0.5784 0.9821 0.313
H -1.0139 -0.1037 -0.0291 0.291
```

Properties
- HOMO level (alpha / beta): -3.421 / -3.422 eV
- Charge: -1
- Orbital gap (alpha / beta): 6.0 / 6.0 eV
- LUMO energy (alpha / beta): 2.61 / 2.61 eV